[1]
A cluster of 2 separate species, C2H5BF3NO2 in total in a non-equilibrium geometry. Source: OMol25; level of theory: the ωB97M-V functional and the def2-TZVPD basis.

Computed properties:
Energy relative to the best compared isomer or geometry (same formula, charge and spin) in kcal/mol: 41.8
Spin multiplicity: 1
Net charge: 0
LUMO level (alpha / beta) in eV: 0.4 / 0.4
Orbital gap (alpha / beta) in eV: 7.991 / 7.571
HOMO (alpha / beta) in eV: -7.572 / -7.168

```
14
C2H5BF3NO2 | OMol25 | the ωB97M-V functional and the def2-TZVPD basis
B 0.81 1.05 0.17
C -1.02 -0.68 -0.75
C 1.37 -0.39 0.11
N -1.63 -1.45 0.16
O 0.26 1.25 1.43
O 1.22 1.88 -0.83
F -1.72 0.52 -0.80
F 1.87 -0.89 -1.02
F 1.21 -1.40 0.95
H -0.64 -1.14 -1.59
H -1.83 -1.18 1.09
H -1.23 -2.39 0.07
H 0.38 2.08 1.78
H 0.95 2.74 -0.76
```

natural (NBO) atomic charge list, values in e, 4 entries:
1 B 0.87
2 C 0.36
3 C 0.43
4 N -0.80

=====

[2]
A cluster of 2 separate species, C2H5Br2OP in total in a non-equilibrium geometry. Source: OMol25; level of theory: the ωB97M-V functional and the def2-TZVPD basis.

Computed properties:
Energy relative to the best compared isomer or geometry (same formula, charge and spin) in kcal/mol: 91.1
Spin multiplicity: 1
Net charge: 0
LUMO level (alpha / beta) in eV: -0.5 / -1.9
Orbital gap (alpha / beta) in eV: 8.474 / 7.525
HOMO (alpha / beta) in eV: -8.927 / -9.396

```
11
C2H5Br2OP | OMol25 | the ωB97M-V functional and the def2-TZVPD basis
C -2.10 1.23 0.07
C 1.70 -0.01 -0.12
O 0.45 -1.79 1.52
P 0.24 -0.98 0.35
Br 3.20 -1.00 -0.90
Br -0.34 -2.25 -1.34
H -2.28 0.52 -0.85
H -2.50 0.91 1.07
H -1.69 2.28 -0.06
H 1.92 0.29 0.95
H 1.41 0.81 -0.68
```

natural (NBO) atomic charge list, values in e, 4 entries:
1 C -0.57
2 C -0.84
3 O -1.01
4 P 1.50

=====

[3]
A structure of composition C2H5BrClN in a non-equilibrium geometry. Source: OMol25; level of theory: the ωB97M-V functional and the def2-TZVPD basis.

Computed properties:
Energy relative to the best compared isomer or geometry (same formula, charge and spin) in kcal/mol: 79.7
Spin multiplicity: 1
Net charge: 0
LUMO level in eV: 0.5
Orbital gap in eV: 9.025
HOMO in eV: -8.560

```
10
C2H5BrClN | OMol25 | the ωB97M-V functional and the def2-TZVPD basis
C 1.41 -0.74 -0.44
C 0.71 0.44 -1.89
N 0.42 -1.60 -0.15
Cl -1.00 -0.84 0.66
Br -0.52 1.82 -1.19
H 1.75 -0.05 0.32
H 2.27 -1.11 -0.96
H 0.35 -0.31 -2.53
H 1.63 0.86 -2.33
H 0.04 -1.88 -1.01
```

natural (NBO) atomic charge list, values in e, 4 entries:
1 C -0.17
2 C -0.52
3 N -0.55
4 Cl 0.06

=====

[4]
A structure of composition C2H5BrClN in a non-equilibrium geometry. Source: OMol25; level of theory: the ωB97M-V functional and the def2-TZVPD basis.

Computed properties:
Energy relative to the best compared isomer or geometry (same formula, charge and spin) in kcal/mol: 25.3
Spin multiplicity: 3
Net charge: 0
LUMO level (alpha / beta) in eV: 0.8 / -3.6
Orbital gap (alpha / beta) in eV: 6.068 / 6.155
HOMO (alpha / beta) in eV: -5.297 / -9.736

```
10
C2H5BrClN | OMol25 | the ωB97M-V functional and the def2-TZVPD basis
C -0.78 -1.08 0.00
C 0.86 0.78 -0.04
N -0.16 0.04 0.65
Cl 1.53 2.02 0.99
Br 0.13 1.57 -1.84
H -1.56 -0.83 -0.72
H -0.05 -1.73 -0.47
H -1.26 -1.68 0.77
H 1.92 0.07 -0.49
H -0.63 0.83 1.14
```

natural (NBO) atomic charge list, values in e, 4 entries:
1 C -0.44
2 C -0.32
3 N -0.41
4 Cl -0.04